No. 1
C3H7N3 | ωB97M-V/def2-TZVPD

The geometry in XYZ format:
```
13
Properties=species:S:1:pos:R:3:forces:R:3:mulliken_charge:R:1
N -0.905083 -3.033332 0.179732 0.153 1.105 0.021 -0.433
C -0.773154 -1.884359 0.169337 -0.096 -1.009 0.056 0.121
C -0.607555 -0.411473 0.158364 0.050 -0.070 0.131 0.425
N -1.219130 0.117209 -1.054604 -0.066 0.179 -0.028 -0.642
C 0.880336 -0.054451 0.259073 -0.006 -0.247 -0.009 -0.823
N 1.025021 1.371714 0.524297 0.164 0.071 -0.148 -0.567
H -1.078168 -0.019083 1.069641 0.023 -0.079 -0.123 0.212
H -0.667145 0.859546 -1.462798 -0.027 -0.020 0.069 0.226
H -2.143832 0.483944 -0.869932 0.050 -0.051 -0.074 0.246
H 1.304950 -0.606335 1.102942 -0.068 0.059 -0.128 0.457
H 1.388787 -0.409902 -0.652395 -0.080 0.082 0.136 0.332
H 1.946254 1.564793 0.901548 -0.113 0.002 -0.025 0.240
H 0.946396 1.916128 -0.328447 0.015 -0.020 0.121 0.206
```
Positions in Å, forces in eV/Å.

## Properties
HOMO energy in eV: -10.189
SMILES: N#C[C@H](N)CN
Orbital gap in Eh: 0.4015
Relative energy (zero: lowest compared OMol25 entry of this formula, charge and spin) in kJ/mol: 43.1
F_max in Eh/bohr: 0.022
E_tot in Ha: -282.7579
Net charge: 0

***

No. 2
C3H7N3 | ωB97M-V/def2-TZVPD

The geometry in XYZ format:
```
13
Properties=species:S:1:pos:R:3:forces:R:3:mulliken_charge:R:1
H -1.743009 -2.052659 -0.254380 0.288 -0.127 0.171 0.216
N -2.030382 -1.084241 -0.166805 0.526 0.449 -0.416 -0.638
C -1.071346 -0.249323 -0.070723 0.419 -0.148 1.692 0.407
C -1.407346 1.212134 0.066077 0.615 1.873 -2.685 -0.806
N 0.292791 -0.579814 0.204517 0.908 -1.709 0.717 -0.043
N 1.329619 0.324467 -0.127291 -1.502 -1.216 0.509 -0.362
C 2.497513 -0.132613 -0.043541 3.018 -0.669 -1.780 -0.291
H -1.931208 1.512091 0.939121 -0.120 -0.376 1.281 0.244
H -0.548836 1.944198 -0.100494 -0.934 -1.318 0.374 0.302
H -2.152917 1.483824 -0.717991 0.552 -0.415 0.278 0.264
H 0.559508 -1.584015 0.663758 -0.871 3.192 -1.804 0.305
H 3.428259 0.419138 -0.494978 -2.179 -0.355 1.261 0.214
H 2.777352 -1.213189 0.102729 -0.720 0.818 0.403 0.190
```
Positions in Å, forces in eV/Å.

## Properties
HOMO energy in eV: -9.046
SMILES: [H]/N=C(/C)NN=C
Orbital gap in Eh: 0.3652
Relative energy (zero: lowest compared OMol25 entry of this formula, charge and spin) in kJ/mol: 214.8
F_max in Eh/bohr: 0.073
E_tot in Ha: -282.6925
Net charge: 0

***

No. 3
C3H7N3 | ωB97M-V/def2-TZVPD

The geometry in XYZ format:
```
13
Properties=species:S:1:pos:R:3:forces:R:3:mulliken_charge:R:1
N 0.987359 -0.518539 0.705671 -1.572 -1.229 0.022 -0.482
C -0.643674 0.766063 -0.600928 -1.099 -0.099 -0.464 0.149
N 2.105862 -0.483177 -0.165694 -0.069 0.071 -0.508 -0.444
C -0.540968 -0.557372 -0.196112 3.513 1.290 1.608 0.398
C -1.844545 -0.486725 0.443503 -0.147 -0.021 -0.327 -1.051
N -0.431133 1.924401 -0.833309 0.189 0.153 -0.579 -0.397
H 0.978755 0.315048 1.298371 -0.199 -0.224 -0.399 0.274
H 2.583756 -1.379412 -0.139162 -0.094 0.200 0.219 0.217
H 2.778238 0.246210 0.055540 -0.333 -0.073 0.003 0.199
H -1.072346 2.622919 -1.183001 -0.229 -0.087 0.443 0.297
H -0.349918 -1.266114 -0.992151 -0.145 -0.084 0.090 0.304
H -2.038306 0.138388 1.302354 0.326 0.099 -0.005 0.274
H -2.513080 -1.321690 0.304918 -0.141 0.004 -0.104 0.263
```
Positions in Å, forces in eV/Å.

## Properties
HOMO energy (alpha / beta) in eV: -6.714 / -6.713
Orbital gap (alpha / beta) in Eh: 0.2785 / 0.2784
Relative energy (zero: lowest compared OMol25 entry of this formula, charge and spin) in kJ/mol: 555.7
F_max in Eh/bohr: 0.079
E_tot in Ha: -282.5626
Net charge: 0

***

No. 4
C3H7N3 | ωB97M-V/def2-TZVPD

The geometry in XYZ format:
```
13
Properties=species:S:1:pos:R:3:forces:R:3:mulliken_charge:R:1
H -1.043587 1.688463 -1.074240 0.288 1.598 -0.628 0.416
N -1.313836 1.185987 -1.936310 0.228 -1.812 1.653 -0.607
C -0.774065 0.102896 -1.568490 0.522 -2.084 -0.595 0.126
N 0.361275 -0.031980 -0.555205 -3.815 -1.084 1.895 0.192
C 0.219416 -1.365271 0.124980 5.060 -0.450 0.184 -0.984
N 0.026102 0.947383 0.395471 4.540 2.690 3.483 -0.572
C 0.710811 1.163466 1.576309 -2.858 0.153 -3.001 -0.322
H -1.035470 -0.975146 -1.868927 0.448 1.802 -0.521 0.243
H -0.362013 -1.297866 1.052522 0.371 -0.387 -0.374 0.338
H 0.039785 -2.167540 -0.512984 -2.049 -0.905 -1.546 0.459
H 1.365050 -1.912607 0.189587 -2.452 2.200 1.183 0.208
H 1.221367 0.380838 2.227851 -0.197 1.089 -1.317 0.256
H 0.585164 2.281377 1.949438 -0.086 -2.810 -0.416 0.247
```
Positions in Å, forces in eV/Å.

## Properties
HOMO energy in eV: -9.501
SMILES: [H]/N=C\N(C)N=C
Orbital gap in Eh: 0.3609
Relative energy (zero: lowest compared OMol25 entry of this formula, charge and spin) in kJ/mol: 448.9
F_max in Eh/bohr: 0.123
E_tot in Ha: -282.6033
Net charge: 0

***

No. 5
C3H7N3 | ωB97M-V/def2-TZVPD

The geometry in XYZ format:
```
13
Properties=species:S:1:pos:R:3:forces:R:3:mulliken_charge:R:1
C 2.329877 -0.903252 0.081854 3.422 3.234 1.284 0.240
C -1.198271 -1.342751 -0.066755 0.166 1.252 0.965 -0.746
C 0.194872 0.723116 -0.495748 -1.516 -1.790 -0.572 -0.217
N 3.117904 -0.124679 0.396422 -0.173 -0.785 -0.321 -0.398
N 0.286340 2.054001 -0.037299 0.235 -1.081 -3.466 -0.481
N -0.617169 -0.111672 0.185156 0.474 2.474 0.828 -0.144
H -1.803905 -1.716932 0.715716 -0.305 -0.142 0.695 0.193
H -0.789994 -2.058497 -0.717751 0.702 -0.267 -1.097 0.338
H 1.532242 -1.459516 -0.095383 -3.025 -2.655 -0.778 0.150
H 0.511427 0.396369 -1.504130 -0.228 0.590 0.794 0.472
H 0.122814 1.948894 0.901813 0.450 1.286 2.861 0.167
H 1.076319 2.567680 -0.432606 -0.295 -0.272 1.080 0.258
H -0.886653 0.396917 1.120878 0.093 -1.845 -2.275 0.168
```
Positions in Å, forces in eV/Å.

## Properties
HOMO energy (alpha / beta) in eV: -6.334 / -6.177
Orbital gap (alpha / beta) in Eh: 0.2632 / 0.2575
Relative energy (zero: lowest compared OMol25 entry of this formula, charge and spin) in kJ/mol: 399.0
F_max in Eh/bohr: 0.095
E_tot in Ha: -282.6223
Net charge: 0

***

No. 6
C3H7N3 | ωB97M-V/def2-TZVPD

The geometry in XYZ format:
```
13
Properties=species:S:1:pos:R:3:forces:R:3:mulliken_charge:R:1
N 0.594062 -0.919360 1.864944 1.937 0.767 -2.390 -0.494
N -0.165753 -1.769443 0.998852 -0.918 0.363 -2.341 -0.448
C -0.661181 -1.157516 -0.060938 -0.139 -4.827 0.581 -0.285
C -0.462702 0.197277 -0.160762 -5.201 5.477 0.272 0.278
C -0.247116 0.996300 -1.493796 1.339 -1.850 0.276 -0.395
N 0.678628 0.874799 -0.203050 5.088 1.333 -3.440 -0.593
H 0.987608 -0.106079 1.235874 -0.845 -1.868 1.845 0.303
H 1.498053 -1.435854 1.976021 -1.264 0.093 0.576 0.321
H -1.382343 -1.535193 -0.949942 1.757 -0.207 2.743 0.265
H -1.120110 0.657547 0.689573 -0.058 -0.387 -1.738 0.284
H -0.035846 0.504840 -2.660347 0.051 0.990 4.085 0.207
H -0.588961 1.994796 -1.608139 -0.748 0.488 0.249 0.298
H 0.905660 1.697886 0.371709 -0.999 -0.373 -0.719 0.257
```
Positions in Å, forces in eV/Å.

## Properties
HOMO energy in eV: -8.885
SMILES: N/N=C\[C@@H]1CN1
Orbital gap in Eh: 0.3579
Relative energy (zero: lowest compared OMol25 entry of this formula, charge and spin) in kJ/mol: 514.8
F_max in Eh/bohr: 0.147
E_tot in Ha: -282.5782
Net charge: 0

***

No. 7
C3H7N3 | ωB97M-V/def2-TZVPD

The geometry in XYZ format:
```
13
Properties=species:S:1:pos:R:3:forces:R:3:mulliken_charge:R:1
C 0.475655 0.607042 -0.353231 0.273 4.400 -0.973 -0.005
C -1.743115 -0.209032 -0.378869 -1.856 -0.761 -1.679 0.150
C 1.826796 0.236299 -0.386328 4.180 -0.441 -0.891 0.005
N -0.449982 -0.158130 -0.367493 -1.770 -3.215 1.477 -0.181
N 2.411584 -0.569585 0.385419 -4.006 -1.662 3.001 -0.153
N -2.581872 -0.122140 0.594397 2.842 0.342 0.108 -0.195
H 0.365880 1.697593 -0.511924 -0.191 -0.193 0.279 0.397
H -2.130370 -0.549858 -1.338991 -0.257 0.424 -0.189 0.361
H 2.474637 0.715234 -1.110167 -0.060 0.424 -0.245 0.430
H 1.700714 -1.069883 1.092560 2.630 0.939 -1.482 0.354
H 3.400563 -0.718370 0.473250 0.730 -0.280 -0.231 0.295
H -3.524344 0.006102 0.418273 -2.484 -0.260 -0.420 0.278
H -2.226142 0.134729 1.483102 -0.030 0.282 1.245 0.264
```
Positions in Å, forces in eV/Å.

## Properties
HOMO energy in eV: -20.654
Orbital gap in Eh: 0.3656
Relative energy (zero: lowest compared OMol25 entry of this formula, charge and spin) in kJ/mol: 95.5
F_max in Eh/bohr: 0.103
E_tot in Ha: -282.0510
Net charge: +2

***

No. 8
C3H7N3 | ωB97M-V/def2-TZVPD

The geometry in XYZ format:
```
13
Properties=species:S:1:pos:R:3:forces:R:3:mulliken_charge:R:1
C -0.126938 -0.377164 0.940901 -1.761 -1.132 0.180 0.299
C -0.086779 0.371397 -0.898181 -0.443 1.474 -1.349 0.271
C 0.953384 0.319435 0.148778 -0.809 2.584 1.030 -0.241
N -1.087684 0.041407 -0.028446 -1.594 -0.993 0.350 -0.131
N -0.332267 -1.194236 1.933580 0.681 0.629 1.124 -0.300
N -0.058161 0.678881 -2.165897 -3.341 -0.714 1.771 -0.265
H 0.995015 1.412922 0.560945 0.531 -1.842 -0.544 0.317
H 1.848994 -0.075614 -0.188130 2.063 -0.989 0.241 0.433
H -2.183350 0.027335 -0.079811 2.602 -0.164 0.045 0.349
H 0.389389 -1.501516 2.691227 -1.151 0.875 -1.978 0.355
H -1.309988 -1.438559 2.212428 0.885 0.101 -0.500 0.314
H 0.635029 1.202398 -2.632921 1.626 0.342 -0.400 0.300
H -0.981391 0.721751 -2.635531 0.711 -0.171 0.030 0.300
```
Positions in Å, forces in eV/Å.

## Properties
HOMO energy in eV: -21.365
Orbital gap in Eh: 0.4303
Relative energy (zero: lowest compared OMol25 entry of this formula, charge and spin) in kJ/mol: 36.5
F_max in Eh/bohr: 0.075
E_tot in Ha: -282.0735
Net charge: +2

***

No. 9
C3H7N3O | ωB97M-V/def2-TZVPD

The geometry in XYZ format:
```
14
Properties=species:S:1:pos:R:3:forces:R:3:mulliken_charge:R:1
C 0.059985 1.624055 -1.820504 0.108 0.586 0.727 -0.406
N -0.049626 1.779357 -0.544150 -0.138 0.768 -2.314 -0.529
C -0.281726 0.667035 0.220453 1.382 -2.471 0.236 0.483
N -1.185443 0.774343 1.262427 -0.469 0.712 0.772 -0.592
C 0.410676 -0.484923 0.074817 0.277 0.270 -1.910 -0.415
N 0.245567 -1.641379 0.811642 -0.915 1.009 2.023 -0.291
O 0.654191 -2.839268 0.232425 0.532 -0.023 -0.311 -0.410
H -0.001431 0.655825 -2.347588 -0.145 0.235 0.436 0.322
H 0.233091 2.510129 -2.452347 0.049 -0.372 0.437 0.261
H -1.368245 1.766684 1.398270 -0.243 -0.286 0.245 0.303
H -0.780191 0.378566 2.107325 -0.243 0.235 0.081 0.259
H 1.177675 -0.584882 -0.685670 -0.043 0.240 0.051 0.412
H -0.695879 -1.684069 1.216660 0.487 -0.769 -0.416 0.248
H 1.581356 -2.921472 0.526240 -0.640 -0.131 -0.057 0.354
```
Positions in Å, forces in eV/Å.

## Properties
HOMO energy in eV: -7.205
SMILES: C=N/C(N)=C/NO
Orbital gap in Eh: 0.2968
Relative energy (zero: lowest compared OMol25 entry of this formula, charge and spin) in kJ/mol: 373.1
F_max in Eh/bohr: 0.055
E_tot in Ha: -357.9078
Net charge: 0

***

No. 10
C3H7N3O | ωB97M-V/def2-TZVPD

The geometry in XYZ format:
```
14
Properties=species:S:1:pos:R:3:forces:R:3:mulliken_charge:R:1
C -1.759630 0.456614 -1.249139 0.274 -0.238 0.281 -1.169
C -1.244228 0.115465 -0.062160 0.959 -0.994 -0.926 0.875
O -2.030301 -0.120281 1.040507 0.913 0.065 -0.297 -0.466
C 0.330197 -0.161410 0.114637 -3.559 2.324 0.693 0.402
N 1.073897 -0.717535 -0.885571 -0.109 -0.233 0.474 -0.479
N 0.724968 0.382855 1.208857 2.139 -1.667 -0.278 -0.366
N 2.194007 0.093981 1.304700 -0.692 0.596 0.616 -0.618
H -1.134884 0.620122 -2.116765 0.026 0.016 0.095 0.201
H -2.831373 0.524327 -1.403336 0.061 0.167 0.079 0.238
H -2.957452 0.059499 0.821705 0.368 0.035 -0.094 0.317
H 2.057140 -0.560021 -0.683245 -0.022 0.071 -0.354 0.343
H 0.752066 -0.558979 -1.827867 -0.009 -0.157 0.121 0.228
H 2.280894 -0.846872 1.697724 -0.119 0.198 -0.086 0.224
H 2.544699 0.712234 2.039953 -0.230 -0.183 -0.323 0.270
```
Positions in Å, forces in eV/Å.

## Properties
HOMO energy in eV: -8.671
SMILES: C=C(O)/C(N)=N/N
Orbital gap in Eh: 0.3515
Relative energy (zero: lowest compared OMol25 entry of this formula, charge and spin) in kJ/mol: 258.0
F_max in Eh/bohr: 0.084
E_tot in Ha: -357.9516
Net charge: 0